1.
Formula: C30H45NO29S2Ti
Source: the Open Molecules 2025 dataset
Level of theory: ωB97M-V with the def2-TZVPD basis set

## Properties
Expectation value of S²   3.7544
2S+1   4
Total charge   -1
E_tot   -5051.4028 Ha

Structure (XYZ):
```
108
Properties=species:S:1:pos:R:3:forces:R:3:lowdin_charge:R:1
Ti -34.880000 -29.919450 -18.213960 -8.56 -2.82 -2.14 0.60
S -35.305210 -29.935230 -15.874090 -0.69 -4.50 3.53 1.02
S -32.694210 -29.494480 -18.533760 4.27 4.12 0.49 0.53
O -35.564840 -27.827170 -20.915760 0.08 -0.08 3.10 0.10
O -31.488540 -32.748780 -20.518050 2.31 -0.35 0.47 0.08
O -29.669610 -25.368240 -22.027890 -1.16 -0.54 2.65 0.13
O -35.686210 -30.896380 -21.535430 1.33 -2.68 -1.82 0.08
O -36.180110 -32.717010 -22.946580 3.49 2.83 2.78 0.09
O -31.372550 -32.584750 -14.825010 -0.34 -3.48 -1.79 0.14
O -35.406460 -24.263790 -15.600740 0.34 -1.10 -0.02 0.16
O -30.758070 -31.608330 -12.992590 -0.35 0.53 -1.13 0.15
O -31.215160 -30.413570 -14.854160 0.04 -3.10 1.76 0.06
O -31.217660 -27.016640 -15.281850 0.15 2.43 0.86 0.12
O -33.638270 -30.312460 -19.311640 9.55 -2.39 -3.10 -0.54
O -29.786580 -25.033610 -19.745140 -0.43 1.11 -3.58 0.10
O -34.980330 -25.647860 -17.326870 -0.08 0.61 0.10 0.11
O -36.101240 -27.082280 -22.923640 1.76 -0.15 1.13 0.14
O -32.301990 -34.619580 -21.522930 0.14 2.69 3.88 0.14
O -33.349900 -29.123590 -17.279060 -0.89 -0.49 -1.96 -0.50
O -31.534080 -30.235820 -18.150380 -6.16 1.95 -1.78 -0.51
O -30.790430 -30.727330 -21.843950 1.28 0.33 -0.63 0.05
O -33.966340 -27.119940 -22.200140 0.69 1.23 -2.26 0.13
O -29.856180 -25.213070 -15.672480 -0.42 -0.07 0.44 0.18
O -30.346390 -27.028570 -20.587800 0.90 2.56 -3.31 0.02
O -32.978090 -33.851800 -19.396260 -0.49 -1.98 -0.79 0.11
O -32.360820 -28.215390 -19.222780 -7.48 -10.19 2.34 -0.24
O -35.868430 -29.199850 -17.068070 -8.98 3.49 4.60 -0.54
O -29.709220 -27.040890 -16.871970 0.41 -3.51 0.51 0.01
O -33.991120 -32.135390 -22.464620 -2.65 -2.12 -1.98 0.11
O -29.052720 -30.475200 -20.519010 -0.73 -0.24 -0.78 0.04
O -34.597230 -26.366370 -15.275270 -0.10 0.75 1.16 0.12
O -28.857420 -31.987690 -22.168900 -2.75 3.21 1.25 0.11
N -27.820070 -30.955420 -14.683570 -2.23 -2.06 -3.63 0.19
C -36.755400 -30.609380 -14.937780 0.68 -0.14 -0.04 -0.16
C -30.101350 -29.695790 -19.870080 2.07 0.68 -3.69 -0.13
C -35.344180 -31.992530 -22.347550 -3.45 -1.66 -2.02 -0.40
C -34.312450 -26.869860 -17.491980 -0.68 -0.60 2.81 -0.13
C -33.003480 -32.591800 -18.848540 -0.40 1.39 0.82 -0.16
C -34.386400 -27.883090 -20.068630 0.95 2.05 -2.84 -0.14
C -29.530030 -31.100360 -21.598760 2.93 -3.34 -0.82 -0.49
C -31.085080 -31.543700 -14.155640 1.51 1.75 5.06 -0.62
C -31.495320 -28.224920 -15.912440 1.57 0.49 -0.49 -0.11
C -32.240000 -33.815150 -20.575970 -0.87 -3.10 -2.25 -0.48
C -28.781940 -32.198440 -16.782840 -0.72 0.19 -0.70 -0.12
C -30.302290 -25.742490 -18.680930 0.29 0.51 0.45 -0.11
C -28.148150 -30.187290 -18.309040 2.58 0.74 2.18 -0.07
C -29.204850 -31.186170 -17.891830 2.17 -0.48 -0.50 -0.22
C -33.250570 -27.563430 -21.112520 -0.71 0.01 0.71 -0.10
C -31.685920 -30.759780 -16.136210 1.48 -0.65 0.94 -0.15
C -30.592570 -27.122330 -19.248410 4.91 4.39 2.43 -0.21
C -31.649390 -32.289860 -16.167230 -1.82 -0.03 0.05 -0.10
C -31.203230 -29.720880 -20.927950 1.54 0.44 -0.13 -0.13
C -33.302790 -31.156590 -21.856190 -1.18 2.31 3.40 -0.11
C -31.704420 -31.968860 -19.318610 -1.46 -2.35 -1.67 -0.12
C -30.254460 -28.373850 -16.836810 -0.48 -0.39 1.78 -0.06
C -35.027860 -25.329940 -15.996410 -0.37 1.15 -0.48 -0.53
C -28.323690 -31.508420 -15.611190 2.97 2.24 4.31 -0.21
C -35.248800 -27.305150 -22.078100 -3.31 0.61 -2.49 -0.62
C -34.406150 -27.494300 -16.090650 0.19 1.34 0.87 -0.17
C -30.234940 -26.318840 -15.905970 -0.57 0.33 1.17 -0.57
C -29.974820 -25.720870 -20.897840 2.08 -0.25 -1.84 -0.45
C -34.478280 -31.451670 -16.527910 -2.63 -1.13 1.83 -0.26
C -34.464690 -30.173630 -21.397830 -0.50 0.98 -2.61 -0.11
H -33.264900 -26.714180 -17.749820 0.00 0.17 -0.24 0.15
H -31.062060 -32.086260 -18.445860 0.63 -0.74 -1.86 0.11
H -27.787230 -29.729980 -17.387790 0.31 0.07 0.37 0.08
H -29.667770 -32.771550 -16.509050 1.11 0.10 0.15 0.08
H -34.501410 -29.760360 -20.389880 -1.05 -1.41 -3.92 0.03
H -31.026070 -32.866220 -16.850880 -0.36 0.50 0.28 0.12
H -34.843920 -27.498640 -18.206320 -0.32 0.59 1.94 0.08
H -29.396050 -31.757620 -18.800120 -0.10 -0.09 0.48 0.13
H -33.546210 -28.083710 -15.772540 -1.01 1.56 0.90 0.09
H -34.023990 -31.984230 -15.692390 0.22 0.46 0.45 0.09
H -30.358710 -30.095840 -18.889350 1.73 0.86 -3.28 0.02
H -34.302490 -27.171620 -19.247130 -0.57 0.06 -2.93 0.09
H -32.434340 -28.236360 -16.465800 2.57 1.36 0.78 0.05
H -33.033500 -32.480690 -17.764630 0.23 -1.67 -0.93 0.07
H -28.416590 -29.302440 -18.886170 0.20 -0.73 0.39 0.09
H -29.683860 -28.688960 -19.860540 -0.27 -1.50 -0.34 0.10
H -31.807050 -30.934900 -19.647990 0.93 -3.77 -0.41 0.06
H -29.490290 -25.653570 -17.959220 -0.85 0.29 -0.54 0.13
H -32.557610 -26.782650 -20.799010 -0.41 -0.01 -0.25 0.15
H -30.042880 -30.552020 -17.602590 2.28 -2.04 0.39 0.05
H -32.667650 -30.341080 -16.357570 1.22 -0.70 1.59 0.09
H -33.778280 -31.073930 -17.273180 -0.09 -1.30 0.84 -0.01
H -31.283970 -28.753200 -21.423100 0.77 -0.67 -0.10 0.14
H -37.435650 -31.300860 -15.434970 0.22 0.28 -0.46 0.07
H -33.877970 -31.976090 -19.058930 -0.17 -1.90 -1.06 0.11
H -35.196130 -32.175640 -16.913490 -0.04 0.21 -0.34 0.10
H -29.830770 -27.763620 -18.805110 -0.55 0.80 -0.30 0.10
H -31.237360 -25.306860 -18.328850 0.03 0.57 0.29 0.14
H -32.682100 -28.451100 -21.389970 -1.11 0.98 -0.17 0.10
H -32.650540 -32.658480 -16.390660 0.64 -0.30 0.81 0.09
H -31.625740 -27.467070 -19.205860 4.98 4.37 1.46 -0.13
H -32.913690 -31.558040 -20.920490 -0.36 0.19 -0.96 0.09
H -34.521670 -29.328840 -22.084270 0.07 -0.65 -0.42 0.13
H -31.499720 -29.012610 -15.159010 -0.30 2.38 -0.41 0.10
H -30.567740 -28.844870 -17.768520 1.16 1.96 0.75 0.08
H -27.244030 -30.614940 -18.742390 -0.24 -0.21 -0.23 0.11
H -29.538200 -29.056770 -16.379980 0.33 0.38 0.27 0.14
H -28.080240 -32.975160 -17.086830 0.41 0.42 -0.25 0.14
H -32.425100 -30.769700 -22.373970 -1.60 -0.22 -0.87 0.14
H -31.020240 -30.267340 -16.845060 -0.63 -1.06 3.91 0.04
H -36.281530 -31.147550 -14.116840 0.04 0.05 0.18 0.06
H -34.085120 -28.859950 -19.690390 -2.24 3.08 -1.09 0.01
H -37.285540 -29.746770 -14.534130 0.04 0.00 -0.12 0.06
H -35.229660 -28.193740 -15.946650 0.46 3.46 0.24 0.02
H -32.174880 -29.977880 -20.506110 0.69 0.40 -1.54 0.07
```
Forces are in eV/Å.


2.
Formula: C30H45NO2P2S2Yb
Source: the Open Molecules 2025 dataset
Level of theory: ωB97M-V with the def2-TZVPD basis set

## Properties
Expectation value of S²   0.7517
2S+1   2
Total charge   +1
E_tot   -4012.6887 Ha

Structure (XYZ):
```
83
Properties=species:S:1:pos:R:3:forces:R:3:lowdin_charge:R:1
Yb 0.577083 -0.262078 1.276653 6.50 -0.92 -3.06 0.97
S 2.398585 -0.225894 -0.814814 0.62 -0.39 0.50 0.61
S 4.959426 -3.638266 -0.405854 -6.76 -5.16 -2.71 0.83
P -0.821417 -1.329798 -0.167916 -5.48 -5.36 -5.31 0.69
P -0.404226 1.280691 -0.079747 -3.72 7.03 -5.02 0.68
O 4.376319 -4.569730 0.666340 3.22 3.18 -1.80 -0.34
O 5.034344 -4.377440 -1.749729 1.76 2.71 3.93 -0.33
N 3.519916 -2.684750 -0.724747 0.51 1.11 0.28 -0.06
C -5.635036 2.877599 -2.142716 -0.14 -0.08 -0.06 -0.18
C -5.563438 0.361450 -2.539686 0.33 -0.08 -0.08 -0.10
C -4.569166 -0.140776 -3.281407 -0.19 0.20 0.25 -0.13
C 5.899526 -2.184617 -0.047270 1.87 -0.28 0.56 -0.25
C -2.550403 -1.761663 0.298555 -0.09 0.20 -0.06 -0.22
C -0.172594 -2.832074 3.267302 -0.08 -0.12 -0.05 -0.02
C 2.079175 0.184403 2.830995 0.51 -1.09 2.50 -0.31
C -4.262221 3.210735 -2.665744 0.19 -0.19 -0.24 -0.13
C -3.643798 2.811880 -3.783670 -0.08 0.00 0.35 -0.10
C 0.845251 0.812813 3.180166 0.11 -0.16 2.21 -0.33
C 7.005346 0.322450 0.388248 -0.26 -0.80 -0.11 -0.03
C -1.001607 0.079479 -1.364489 0.88 -0.15 0.69 -0.42
C -0.322320 -2.805377 -1.142567 0.09 0.11 0.04 -0.22
C 1.849212 -1.256223 2.782020 0.84 0.83 2.51 -0.30
C 0.477438 -1.491496 3.101456 0.07 0.04 2.33 -0.33
C 2.902761 -2.279592 2.492570 -0.09 -0.05 -0.16 0.00
C 0.540023 2.588281 -0.960000 0.06 -0.07 0.03 -0.24
C 5.668543 0.214924 -0.029036 0.51 -0.62 0.17 -0.03
C 3.401765 0.846281 2.599416 0.09 0.04 -0.13 -0.01
C -1.566689 -0.006414 3.821384 -0.18 0.03 -0.21 -0.02
C 3.726676 -1.419104 -0.595838 -0.95 -1.10 -0.27 -0.73
C -6.340689 1.640234 -2.740186 0.02 0.14 -0.01 -0.19
C 5.118426 -1.060615 -0.226896 0.03 1.20 -0.03 -0.25
C 0.642366 2.274827 3.441896 -0.04 0.14 -0.01 -0.02
C -4.146920 1.885813 -4.864704 -0.04 -0.13 -0.02 -0.19
C -1.917863 2.197800 0.431625 -0.13 -0.15 -0.01 -0.21
C 7.782422 -0.833025 0.591170 -0.72 0.04 -0.24 -0.04
C -3.926146 0.393071 -4.534620 -0.06 0.13 -0.12 -0.19
C 7.229837 -2.102650 0.363714 -0.13 0.36 -0.03 -0.02
C -0.169362 -0.212761 3.318690 1.12 -0.33 2.84 -0.34
H -2.934931 -1.023116 1.006425 -0.13 -0.07 -0.08 0.03
H 3.614331 -1.898043 1.753576 -0.11 -0.20 0.37 0.05
H 1.520260 2.172729 -1.207025 -0.12 0.21 -0.11 -0.02
H -5.839891 -0.206581 -1.650990 0.01 0.02 -0.12 0.10
H -2.257838 -0.728475 3.376586 -0.01 0.05 0.11 0.07
H 5.073188 1.107083 -0.172735 -0.10 -0.10 -0.08 0.11
H -6.565726 1.810485 -3.794480 -0.01 -0.05 0.19 0.10
H -3.700574 3.883124 -2.016012 -0.06 0.01 -0.11 0.09
H -3.599010 2.102474 -5.789327 -0.10 -0.03 0.15 0.11
H -3.204155 -1.801052 -0.579659 0.12 0.04 0.14 0.04
H 7.439262 1.298969 0.564482 -0.02 -0.05 -0.04 0.11
H 3.282414 1.922569 2.447232 0.06 -0.10 0.02 0.08
H -6.289103 3.754547 -2.269952 0.14 -0.16 0.03 0.12
H 1.274351 2.887094 2.792899 -0.07 0.03 0.10 0.08
H 8.809361 -0.741759 0.921111 -0.05 -0.04 -0.03 0.11
H 0.025163 2.923474 -1.866827 0.02 -0.11 0.18 0.06
H 0.893913 2.518491 4.482958 -0.04 -0.03 -0.23 0.10
H -4.141902 -1.085101 -2.941644 -0.09 0.02 -0.05 0.08
H -0.950402 -2.940704 -2.029695 0.06 0.09 0.18 0.06
H -0.398947 2.566820 3.278916 0.12 0.04 0.04 0.07
H 0.723096 -2.668227 -1.430222 -0.08 -0.13 -0.05 0.02
H -5.199482 2.067688 -5.089283 0.20 0.00 0.00 0.10
H -2.514941 2.500017 -0.435792 0.12 -0.12 0.09 0.03
H -2.626715 3.176024 -3.930967 -0.11 0.02 0.00 0.10
H -1.624871 3.093241 0.988296 0.04 -0.17 -0.03 0.05
H 2.461873 -3.196085 2.090812 0.23 0.05 0.00 0.08
H -2.845020 0.212840 -4.453723 -0.09 0.01 -0.04 0.10
H -1.253910 -2.770572 3.115537 0.09 -0.05 0.04 0.07
H 0.230755 -3.560802 2.558814 -0.05 -0.02 0.11 0.08
H -5.549053 2.735990 -1.056200 -0.02 0.02 -0.11 0.11
H 7.821608 -2.996512 0.511719 -0.01 0.02 -0.02 0.13
H -2.556757 -2.740358 0.788138 0.09 0.15 -0.04 0.05
H 3.885327 0.433872 1.708534 -0.03 0.13 0.29 0.03
H -0.213909 -0.021003 -2.118572 -0.05 -0.02 0.12 0.05
H -0.003607 -3.219806 4.281043 -0.02 0.06 -0.23 0.10
H 0.677517 3.440295 -0.286412 -0.02 -0.12 -0.06 0.05
H -7.309643 1.539567 -2.237034 0.16 0.01 -0.09 0.11
H -1.620335 -0.124006 4.913288 0.07 0.02 -0.28 0.11
H 4.072142 0.697787 3.457067 -0.18 0.02 -0.16 0.11
H -4.257631 -0.212522 -5.392834 0.08 0.11 0.17 0.12
H 3.457701 -2.542101 3.403625 -0.15 0.08 -0.17 0.11
H -1.930375 0.996250 3.578309 -0.01 -0.10 0.08 0.07
H -2.523130 1.569239 1.089657 -0.09 0.10 -0.06 0.03
H -1.971390 0.250819 -1.844026 -0.02 0.03 0.40 0.06
H -0.399559 -3.693050 -0.506180 0.03 0.12 -0.07 0.06
```
Forces are in eV/Å.


Which formula does entry 2 have?
C30H45NO2P2S2Yb


Which of these has the lowest total charge?
C30H45NO29S2Ti


Look up the expectation value of S² of the first one.
3.7544


Number 2 is which compound?
C30H45NO2P2S2Yb